Entry 1:
DFT (ωB97M-V/def2-TZVPD) results for the molecule C16H19N3O3S at a distorted geometry.

Geometry as XYZ:
```
42
Properties=species:S:1:pos:R:3:forces:R:3
C 5.6960 0.2114 0.3169 -0.40 0.13 0.00
C 4.5647 1.2297 0.2766 0.48 0.14 -0.29
O 3.3131 0.6348 0.6067 -0.19 -0.11 0.19
C 2.6625 0.0026 -0.3953 -0.01 0.06 -0.07
O 3.0846 -0.0373 -1.5271 0.04 -0.02 0.05
C 1.4111 -0.5946 0.0577 -0.31 -0.11 0.18
C 0.8539 -0.5346 1.3354 0.22 0.06 -0.14
C 1.3397 0.1166 2.5756 0.03 0.04 0.10
N -0.3015 -1.2168 1.3074 0.15 -0.02 0.19
C -0.5356 -1.7316 0.0487 0.89 0.06 -0.66
C -1.7204 -2.4827 -0.3119 -0.24 -0.64 0.14
O -1.8438 -3.0950 -1.3534 0.15 -0.08 0.13
C -2.8097 -2.6513 0.7540 -0.41 0.28 -0.03
S -3.3236 -1.1523 1.6597 -0.21 -0.37 0.41
C -3.2555 0.0083 0.3590 0.14 0.01 -0.53
N -2.8574 -0.4484 -0.8143 -0.42 0.13 0.13
C -2.7758 0.4283 -1.8008 -0.09 0.42 -0.05
C -3.1001 1.7596 -1.6156 0.00 -0.15 0.14
C -3.5165 2.1403 -0.3358 0.12 -0.09 -0.34
C -3.8977 3.5455 -0.0138 -0.01 0.06 -0.01
N -3.5866 1.2555 0.6486 -0.14 0.03 0.50
C 0.5310 -1.3543 -0.7581 -0.34 -0.13 0.43
C 0.7209 -1.6727 -2.1923 -0.12 0.00 -0.21
H 6.6420 0.7075 0.1200 0.13 0.03 -0.01
H 5.7397 -0.2652 1.2935 0.06 -0.03 0.09
H 5.5324 -0.5503 -0.4413 0.04 -0.05 -0.05
H 4.7140 2.0132 1.0233 -0.04 -0.07 -0.11
H 4.4961 1.6742 -0.7221 0.01 0.01 0.22
H 0.6044 0.0146 3.3711 -0.02 0.01 0.08
H 2.2789 -0.3317 2.8952 0.02 0.02 0.07
H 1.5320 1.1722 2.3965 0.00 0.03 0.07
H -0.9356 -1.3071 2.0879 0.12 0.14 -0.09
H -2.4668 -3.3496 1.5200 0.01 -0.02 0.01
H -3.6901 -3.0681 0.2638 0.20 -0.05 -0.02
H -2.4410 0.0303 -2.7487 0.04 0.06 -0.17
H -3.0364 2.4748 -2.4186 0.01 0.08 -0.10
H -4.1700 3.6189 1.0347 -0.01 0.03 0.02
H -4.7413 3.8523 -0.6299 -0.05 0.08 -0.03
H -3.0664 4.2163 -0.2236 0.02 0.10 -0.01
H 0.9708 -0.7697 -2.7453 0.05 0.00 -0.07
H -0.1750 -2.1349 -2.5948 0.04 -0.03 -0.06
H 1.5589 -2.3587 -2.3097 0.05 -0.03 -0.10
```
Forces are in eV/Å.

Values from the calculation:
SMILES string: CCOC(=O)c1c(C)[nH]c(C(=O)CSc2nccc(C)n2)c1C
Charge: 0
Frontier orbital gap in eV: 8.795

=====

Entry 2:
DFT (ωB97M-V/def2-TZVPD) results for a cluster of 2 separate species, C8H13NO3P in total at a distorted geometry.

Geometry as XYZ:
```
26
Properties=species:S:1:pos:R:3:forces:R:3
C -2.0954 0.9341 2.5991 0.33 1.80 1.48
C 0.4925 1.7227 -3.1417 1.13 -1.06 3.04
C 0.6634 -2.2626 1.5488 4.21 2.23 -0.64
C -1.2023 0.7310 1.6393 0.28 -1.05 1.60
C 1.1112 1.4304 -1.9409 -2.66 1.21 -2.30
C 1.1079 -1.6234 0.4650 -2.13 -1.09 -1.89
C 0.2657 1.1673 1.6803 -2.29 1.15 -1.91
C 0.2630 1.3029 -0.7361 2.11 0.67 0.93
N 0.8571 1.0607 0.3734 0.58 0.74 -0.98
O -0.3944 -3.1824 -1.3642 2.11 -1.14 1.78
O 1.1338 -1.4235 -2.3338 0.03 -0.17 1.55
O -1.0322 -0.8591 -1.1686 -3.30 2.44 0.61
P 0.1709 -1.6561 -1.1859 3.03 -1.87 -1.79
H -3.1375 0.6198 2.7129 0.47 -0.27 -0.70
H -1.8041 1.6289 3.4335 -0.19 -0.68 -0.59
H 1.2002 1.7885 -3.9169 0.20 0.38 -1.45
H -0.5889 1.6771 -3.3043 0.52 0.04 0.10
H -0.1877 -2.7685 1.4843 -3.54 -2.19 -0.13
H 1.2591 -2.3579 2.4417 0.01 0.24 0.42
H -1.4384 0.0530 0.8587 -0.16 -0.43 -1.01
H 2.1877 1.5249 -1.9007 -0.02 -0.54 0.37
H 0.9431 0.7639 2.3809 0.24 -1.22 0.96
H 0.2338 2.2191 1.9300 0.15 0.68 0.15
H -0.7391 1.6641 -0.9081 -0.65 -0.31 0.39
H -1.1787 -3.1768 -1.8572 -1.71 0.31 -0.96
H 1.9092 -0.9783 0.2105 1.26 0.13 0.95
```
Forces are in eV/Å.

Values from the calculation:
Charge: -1
Frontier orbital gap in eV: 8.234

=====

Entry 3:
DFT (ωB97M-V/def2-TZVPD) results for a cluster of 2 separate species, C3H13N2 in total at a distorted geometry.

Geometry as XYZ:
```
18
Properties=species:S:1:pos:R:3:forces:R:3
N -0.4852 2.6014 0.7433 -0.47 -2.38 0.47
H -0.0163 2.7219 1.6577 -0.46 0.06 -0.39
H -0.9648 1.6090 0.7206 0.77 1.89 0.30
H -1.1673 3.3389 0.5580 0.24 0.06 -0.11
H 0.2505 2.4913 0.0410 -0.11 0.52 -0.18
C -0.8616 -0.5984 0.7267 -0.59 -0.23 0.41
C 0.3708 -1.0765 -0.0274 0.32 0.67 -0.69
C -0.0562 -1.8022 -1.3397 -1.65 0.28 1.98
N 1.3213 0.0493 -0.3267 -0.82 -0.01 -0.46
H -1.5555 -1.4564 0.9545 0.65 1.00 0.01
H -0.5735 -0.0701 1.6775 -0.34 -0.59 -0.64
H -1.4226 0.0769 0.0510 -0.14 -0.14 0.16
H 0.8907 -1.7526 0.6446 0.29 -0.18 -0.14
H 0.6762 -2.4537 -1.7278 0.99 -0.60 -0.35
H -0.9710 -2.4276 -1.0655 1.11 0.80 -0.68
H -0.3123 -1.0608 -2.0910 -0.22 0.01 -0.15
H 1.6468 0.5391 0.4957 0.19 -0.25 0.21
H 0.9486 0.7517 -0.9901 0.24 -0.92 0.23
```
Forces are in eV/Å.

Values from the calculation:
Charge: +1
Frontier orbital gap in eV: 9.134

=====

Entry 4:
DFT (ωB97M-V/def2-TZVPD) results for a cluster of 2 separate species, C13H11NO in total at a distorted geometry.

Geometry as XYZ:
```
26
Properties=species:S:1:pos:R:3:forces:R:3
C -2.9057 0.1691 1.1764 -2.25 4.40 0.33
C -2.1183 0.1588 0.1374 1.70 -0.75 -1.25
C -2.1110 1.3834 -0.6808 0.44 -0.98 1.03
N -1.9840 2.4026 -1.1864 -0.19 0.37 -0.47
C -1.0907 -0.9192 -0.2359 -1.43 2.51 -0.73
C -0.3676 -0.6299 -1.4016 1.80 -1.12 -1.46
C 0.6914 -1.4579 -1.8071 -0.37 0.39 0.69
C 0.8764 -2.6142 -1.0358 1.23 0.19 -2.38
C 0.1168 -2.9945 -0.0062 -2.05 1.69 2.77
C -0.8255 -2.0382 0.4923 0.39 -2.73 1.25
H -3.1516 -0.4628 1.9370 0.23 -2.51 1.51
H -3.4879 1.1447 1.3970 0.90 -1.53 -0.79
H -0.5157 0.1774 -2.1087 -0.62 0.46 0.71
H 1.4096 -1.1944 -2.6510 -1.32 -0.45 1.18
H 1.6308 -3.2575 -1.3695 1.21 -1.01 -0.33
H 0.2457 -3.8541 0.6473 0.36 -0.12 -0.65
H -1.2524 -2.3804 1.4891 -0.02 1.19 -1.46
C 1.6268 3.0597 -0.4195 -0.13 3.75 -1.76
C 1.0977 3.0456 0.8713 0.28 -1.81 1.33
C 1.2229 1.7598 1.2492 -1.74 -0.38 2.32
O 1.7098 0.9620 0.3505 1.23 0.50 -3.12
C 1.9880 1.8285 -0.7756 -0.60 -1.48 2.39
H 1.6362 4.0657 -0.9497 0.33 -1.93 0.12
H 0.7219 3.7092 1.5948 -0.37 1.38 -0.02
H 0.8079 1.2448 2.1153 0.40 0.30 0.01
H 2.3707 1.2977 -1.5839 0.59 -0.33 -1.22
```
Forces are in eV/Å.

Values from the calculation:
SMILES string: C=C(C#N)c1ccccc1.c1ccoc1
Charge: 0
Frontier orbital gap in eV: 8.861

=====

Entry 5:
DFT (ωB97M-V/def2-TZVPD) results for a structure of composition C2H5N4 at a distorted geometry.

Geometry as XYZ:
```
11
Properties=species:S:1:pos:R:3:forces:R:3
C -2.8080 -0.2960 0.0132 -0.09 -0.15 -0.12
C -1.7112 0.5080 -0.0269 2.39 0.99 0.83
N -3.5750 -1.1503 0.0283 -0.50 -0.15 0.05
N -0.6631 1.0176 0.1047 -3.43 -1.06 -0.94
N 1.5413 -0.7698 -0.0278 0.46 -1.14 2.07
N 0.5065 1.4639 0.0965 -0.41 0.33 1.02
H 1.1624 0.3124 0.2128 0.95 0.17 -1.55
H 2.5146 -0.9066 -0.2466 0.49 0.49 -0.90
H 0.4993 2.2895 -0.4583 0.70 1.08 -0.42
H 0.9591 -1.3477 -0.6361 0.11 0.08 0.30
H 1.5740 -1.1211 0.9401 -0.67 -0.65 -0.34
```
Forces are in eV/Å.

Values from the calculation:
Charge: +1
Frontier orbital gap in eV: 9.513

=====

Entry 6:
DFT (ωB97M-V/def2-TZVPD) results for the ion C4H13N2 with charge +1 at a distorted geometry.

Geometry as XYZ:
```
19
Properties=species:S:1:pos:R:3:forces:R:3
C 0.5013 -1.1914 -1.9023 -0.13 0.36 -1.67
C 0.0338 -0.8601 -0.4955 1.63 -0.61 1.17
N -1.3623 -0.4717 -0.2384 -0.33 -0.08 -1.32
C 1.1115 0.1396 0.1277 -0.44 -0.53 -0.79
C 0.6100 1.3825 0.8691 1.20 -0.94 -0.32
N -0.6419 1.0339 1.5695 0.66 0.50 1.96
H 1.2681 -1.9682 -1.9165 -0.06 0.06 0.30
H -0.2268 -1.4972 -2.6683 -0.36 -0.24 0.74
H 0.9585 -0.3266 -2.4020 -0.02 0.01 0.33
H 0.1891 -1.7711 0.0987 -0.25 0.12 -0.17
H -1.7717 -0.1194 -1.0965 -0.25 0.13 0.06
H -1.9231 -1.2555 0.0547 -0.07 -0.43 -0.24
H 1.7888 -0.4623 0.7431 -0.32 0.19 0.28
H 1.7699 0.4831 -0.6655 -0.09 0.14 -0.14
H 0.5148 2.2578 0.2295 -0.40 -0.13 0.09
H 1.4194 1.5393 1.5854 -0.49 0.72 0.22
H -1.0749 1.8374 2.0120 -0.13 -0.01 0.19
H -1.2870 0.4411 0.9479 -0.01 0.33 -1.14
H -0.3772 0.3446 2.2764 -0.15 0.38 0.44
```
Forces are in eV/Å.

Values from the calculation:
SMILES string: C[C@H](N)CC[NH3+]
Charge: +1
Frontier orbital gap in eV: 11.227